Here is a cluster of 2 separate species, C6H13N4O2 in total from OMol25. Energies are from ωB97M-V/def2-TZVPD.

2S+1: 1
Largest force on an atom in eV/Å: 3.822
E_HOMO in eV: -12.5480
Energy relative to the best compared isomer or geometry (same formula, charge and spin) in kcal per mole: 169.1
Net charge: +1
LUMO in Eh: -0.149

The geometry in XYZ format:
```
25
C6H13N4O2 ωB97M-V/def2-TZVPD
C 0.421 -1.406 0.671
C 0.174 0.218 -1.024
C 2.455 1.118 -1.681
C 0.132 -2.927 2.645
C 0.739 1.114 -3.318
C -2.494 0.554 0.899
N 0.845 -0.667 -0.243
N 0.266 -2.378 1.318
N -1.607 0.858 1.785
N 1.242 0.972 -1.969
O -0.733 0.189 2.265
O -1.618 2.231 2.130
H -0.441 -0.368 -1.748
H -0.384 0.998 -0.560
H 3.144 1.545 -2.324
H 2.718 0.816 -0.679
H -0.318 -3.873 2.424
H 1.164 -3.059 2.972
H -0.520 -2.347 3.273
H 1.067 0.189 -3.857
H -0.436 1.138 -3.302
H 1.138 1.857 -3.921
H -3.195 1.322 0.800
H -2.313 -0.362 0.387
H -1.448 2.269 3.057
```